63
Properties=species:S:1:pos:R:3 method="wB97M-V/def2-TZVPD" charge=+1 spin_multiplicity=1 fmax_ev_per_a=1.38 e_lumo_ev=-4.268
C -2.22823 -1.85577 -2.61962
C -0.95555 -1.05974 -2.60293
O -0.21667 -1.30124 -1.38799
C -0.55781 -0.39790 -0.38757
C 0.01088 -0.91509 0.92132
O 0.23413 0.14247 1.86832
C -0.80326 0.43555 2.75324
C -0.77396 1.93406 3.01160
C -1.61679 2.50738 1.85490
C -2.57052 1.39841 1.65773
N -2.16101 0.31959 2.16899
H -2.80838 -1.61613 -1.73482
H -2.03526 -2.91521 -2.67365
H -2.80741 -1.56943 -3.49092
H -0.32942 -1.32603 -3.44262
H -1.17540 -0.00139 -2.65249
H -1.64382 -0.33437 -0.31638
H -0.12121 0.58675 -0.56212
H 0.98638 -1.30534 0.67078
H -0.54937 -1.74984 1.33574
H -0.77196 -0.19741 3.63400
H 0.22881 2.29821 3.10464
H -1.37888 2.09154 3.89972
H -1.07556 2.68644 0.93371
H -2.23562 3.33689 2.16365
H -3.50869 1.49086 1.14784
H -2.76257 -0.49878 2.10933
C -0.55881 -5.76377 -2.40609
O -1.65380 -5.23090 -2.45411
N 0.40082 -5.62561 -3.33573
C 1.68542 -6.29138 -3.22462
C 0.13580 -4.78276 -4.48910
H -0.26341 -6.42490 -1.57408
H 2.48995 -5.55414 -3.20018
H 1.83956 -6.95517 -4.07684
H 1.72134 -6.88027 -2.31126
H -0.08120 -3.76388 -4.16576
H -0.72918 -5.15722 -5.03685
H 1.00371 -4.77702 -5.14260
C -1.67822 4.06241 -2.32410
O -1.50141 2.99047 -1.75831
N -1.78525 5.23042 -1.67445
C -2.01626 6.50089 -2.34190
C -1.65976 5.16414 -0.23730
H -1.77730 4.14773 -3.41637
H -1.19491 7.18748 -2.13418
H -2.94849 6.94443 -1.99014
H -2.08325 6.34846 -3.41594
H -0.68279 4.74709 0.01557
H -2.43089 4.49141 0.14055
H -1.76808 6.14507 0.21673
C 5.44213 0.65497 3.72934
O 6.47722 0.29761 4.24602
N 4.22278 0.15528 4.03365
C 3.01788 0.61828 3.38281
C 4.13378 -0.88073 5.04974
H 5.40845 1.43558 2.94766
H 2.33289 1.03659 4.12867
H 2.52413 -0.20830 2.87202
H 3.25855 1.38936 2.65315
H 4.52696 -0.51185 5.99706
H 4.72362 -1.74814 4.75347
H 3.09520 -1.17614 5.17908